70
Properties=species:S:1:pos:R:3 method="wB97M-V/def2-TZVPD" fmax_ev_per_a=2.7 homo_lumo_gap_ha="0.093 / 0.144" multiplicity=9 total_charge=+1 e_above_lowest_kcal_mol=37.96
Fe 2.0868 2.3491 -1.2502
Cl 1.1313 0.0799 -0.9951
C 1.1562 -4.2843 -1.9518
C 0.6085 -3.3646 -3.0307
C -0.9039 -2.9722 -2.7301
O -1.6425 -4.1011 -2.9269
C -3.0287 -3.8258 -3.1611
N 1.3829 -2.2063 -3.1760
H 2.1635 -4.6263 -2.1866
H 0.5026 -5.1395 -1.8104
H 1.2576 -3.7165 -1.0214
H 0.5171 -3.8602 -4.0041
H -1.1907 -2.1627 -3.4216
H -0.9567 -2.5550 -1.7137
H -3.5656 -4.7597 -3.0255
H -3.1833 -3.4801 -4.1856
H -3.3975 -3.0913 -2.4434
H 1.4566 -1.6144 -2.3289
H 1.0015 -1.5835 -3.8965
C -0.8670 -1.9587 3.8640
C -0.1354 -1.3892 2.6472
C 1.3482 -1.6971 2.7139
O 1.8674 -1.0887 3.8688
C 3.2392 -1.4084 4.1151
N -0.7496 -1.9296 1.4329
H -1.9355 -1.7985 3.7194
H -0.5953 -1.3932 4.7536
H -0.6443 -3.0174 3.9970
H -0.2958 -0.3099 2.6952
H 1.8640 -1.3422 1.8070
H 1.4929 -2.7884 2.7607
H 3.7963 -1.3906 3.1737
H 3.3338 -2.3916 4.5798
H 3.5773 -0.6222 4.7844
H -0.5402 -2.9175 1.3267
H -0.3480 -1.4626 0.6220
C -4.3839 1.0750 0.5956
C -3.2554 0.6246 -0.3111
C -3.2485 1.3671 -1.6345
O -4.4365 1.1072 -2.3432
C -4.4428 1.7561 -3.5933
N -1.9288 0.8270 0.3077
H -4.3721 2.1695 0.6189
H -4.3129 0.7062 1.6146
H -5.3210 0.8055 0.1061
H -3.3913 -0.4252 -0.6256
H -2.3919 1.0163 -2.2339
H -3.1342 2.4429 -1.4382
H -3.6732 1.3673 -4.2687
H -4.3261 2.8400 -3.4746
H -5.4293 1.6054 -4.0301
H -1.2698 0.7238 -0.4581
H -1.7968 0.0743 0.9741
C 4.4957 5.3688 0.9833
C 3.7918 4.1078 0.4930
C 2.7116 3.6395 1.4301
O 2.1924 2.4141 0.9015
C 1.4043 1.6840 1.8499
N 3.1920 4.2344 -0.8521
H 5.0514 5.1807 1.8983
H 3.7497 6.1365 1.2184
H 5.1145 5.7851 0.1902
H 4.5164 3.2877 0.4770
H 1.8922 4.3375 1.6325
H 3.1894 3.4360 2.3945
H 2.0393 1.1990 2.5916
H 0.7761 0.9806 1.3209
H 0.7440 2.3834 2.3709
H 2.5281 5.0098 -0.8210
H 3.9221 4.5525 -1.4869

---

50
Properties=species:S:1:pos:R:3 method="wB97M-V/def2-TZVPD" fmax_ev_per_a=0.9 homo_lumo_gap_ha=0.314 multiplicity=1 e_above_lowest_kcal_mol=53.31 smiles="CCCOC(=O)c1ccc(Oc2c(-c3ccc(OC)cc3O)n[nH]c2C)cc1"
C 5.1413 2.5462 -2.6095
C 4.0449 1.7930 -1.8694
C 3.9490 2.2444 -0.4135
O 2.8508 1.6234 0.2473
C 3.0552 0.3874 0.7302
O 4.1221 -0.1779 0.6862
C 1.8240 -0.1996 1.2994
C 1.8385 -1.5415 1.6780
C 0.6866 -2.1571 2.1116
C -0.5056 -1.4356 2.1705
O -1.6278 -2.1281 2.5204
C -2.8427 -1.6324 2.1193
C -3.2357 -1.1100 0.8571
C -2.4049 -0.8863 -0.3180
C -1.3340 -1.7284 -0.6190
C -0.4414 -1.4199 -1.6168
C -0.5922 -0.2383 -2.3480
O 0.3723 0.0158 -3.2710
C 0.2929 1.2077 -4.0144
C -1.6902 0.5745 -2.1104
C -2.6104 0.2463 -1.1195
O -3.6700 1.0642 -0.9488
N -4.5107 -0.7343 0.9204
N -4.9377 -1.0263 2.1510
C -3.9673 -1.5697 2.9218
C -4.1740 -1.9873 4.3295
C -0.5052 -0.0737 1.8761
C 0.6487 0.5344 1.4318
H 6.1056 2.3750 -2.1370
H 5.1993 2.2087 -3.6410
H 4.9421 3.6158 -2.6070
H 3.0800 1.9591 -2.3529
H 4.2507 0.7215 -1.8880
H 4.8750 2.0009 0.1184
H 3.7559 3.3181 -0.3494
H 2.7634 -2.0916 1.5959
H 0.6754 -3.2023 2.3790
H -1.2110 -2.6453 -0.0638
H 0.3917 -2.0650 -1.8409
H 1.1752 1.2168 -4.6528
H -0.6054 1.2328 -4.6395
H 0.3047 2.0875 -3.3629
H -1.8762 1.4733 -2.6748
H -4.2649 0.6603 -0.2874
H -5.8968 -0.8516 2.4035
H -3.2227 -2.3012 4.7498
H -4.8736 -2.8211 4.3863
H -4.5727 -1.1644 4.9218
H -1.4140 0.5006 1.9754
H 0.6417 1.5814 1.1751

---

9
Properties=species:S:1:pos:R:3 method="wB97M-V/def2-TZVPD" fmax_ev_per_a=3.5 homo_lumo_gap_ha=0.305 multiplicity=1 e_above_lowest_kcal_mol=32.14 smiles="C=C(O)C=S"
C 1.2681 0.2862 0.0630
C 0.0533 -0.3216 -0.0052
O -0.0516 -1.7206 -0.0352
C -0.9653 0.6478 -0.0434
S -2.5237 0.4643 0.0127
H 2.2137 -0.3036 0.0851
H 1.3233 1.3881 0.2394
H -0.8779 -2.0632 -0.2845
H -0.4399 1.6226 -0.0319

---

85
Properties=species:S:1:pos:R:3 method="wB97M-V/def2-TZVPD" fmax_ev_per_a=2.9 homo_lumo_gap_ha=0.236 multiplicity=1 total_charge=-1 e_above_lowest_kcal_mol=37.35
Y 11.5711 13.6243 10.9598
C 14.3167 9.8639 12.4646
C 13.6595 11.1978 12.4631
N 13.5455 11.8872 11.3770
O 14.0841 11.2959 10.3137
C 12.9532 11.6906 13.6580
C 13.1272 11.0916 15.0867
N 12.1051 12.6300 13.4046
O 11.3668 13.0408 14.3503
H 14.1880 9.3520 13.4227
H 15.4127 10.1053 12.4677
H 14.1105 9.1984 11.6431
H 13.8963 12.0144 9.6494
H 12.7286 11.9247 15.7819
H 14.2052 10.8137 15.2022
H 12.5823 10.2087 15.2852
O 11.4610 11.6522 9.4339
N 11.0150 10.6040 9.9179
N 10.4226 10.6918 11.0258
O 10.1472 11.8388 11.6020
C 9.9929 9.4743 11.7135
C 10.3282 8.1518 11.3520
C 9.8387 7.0423 12.0288
C 9.0006 7.2610 13.1243
C 8.6912 8.5160 13.5920
C 9.2196 9.6061 12.8785
H 10.9100 8.0588 10.4357
H 10.0898 6.0988 11.6016
H 8.6118 6.3929 13.6482
H 8.1402 8.6529 14.5221
H 9.0918 10.6159 13.2719
C 7.4506 12.0163 16.3176
Ge 8.0730 13.7779 15.7459
C 9.5178 14.4078 16.9328
C 6.5569 14.9620 16.1809
C 8.6099 13.5489 13.9107
Se 9.8233 14.9737 13.3153
C 8.4080 16.1579 12.4899
H 7.9268 11.7878 17.2766
H 7.7107 11.2107 15.6933
H 6.3499 11.9326 16.4826
H 9.3206 14.2377 18.0293
H 9.5407 15.4942 16.6874
H 10.4460 13.9243 16.6338
H 6.2516 14.7571 17.2291
H 5.6289 14.7257 15.6220
H 6.8407 15.9846 16.1131
H 7.7345 13.3924 13.2781
H 9.2189 12.6476 13.7905
H 7.7298 16.5258 13.2499
H 7.9591 15.7399 11.5827
H 8.9820 17.0236 12.1811
C 6.0613 13.7029 8.5056
N 7.4621 13.9715 8.8084
C 8.1978 14.9991 8.2472
C 9.4322 14.9916 8.7736
N 9.4835 13.9341 9.6586
C 8.3234 13.3404 9.6686
H 5.5596 14.6555 8.5023
H 5.6204 13.0752 9.2780
H 5.9562 13.1880 7.5001
H 7.7455 15.7757 7.6741
H 10.2228 15.7351 8.7023
H 8.1095 12.4864 10.2850
C 12.2806 17.8517 11.5625
C 12.0342 16.4094 11.2825
O 11.1593 16.1000 10.4664
O 12.6696 15.5754 11.9786
H 11.4127 18.3036 12.0739
H 12.5684 18.3969 10.6556
H 13.0972 17.9266 12.2767
C 17.0644 13.4524 9.2673
Si 15.6755 14.6464 9.8929
C 16.0428 16.3922 9.1641
C 15.9695 14.7563 11.7378
Se 13.6607 14.2375 9.0629
H 18.0145 13.6955 9.6658
H 17.0316 13.4604 8.1757
H 16.7876 12.4177 9.5334
H 16.8194 16.9912 9.6000
H 15.0916 16.9713 9.2398
H 16.2514 16.3460 8.1078
H 17.0058 14.5808 11.9493
H 15.3511 14.0105 12.3102
H 15.6773 15.7213 12.1078

---

128
Properties=species:S:1:pos:R:3 method="wB97M-V/def2-TZVPD" fmax_ev_per_a=3.4 homo_lumo_gap_ha=0.232 multiplicity=1 total_charge=+1
C 1.9289 0.6872 2.0435
C 1.5265 0.6977 0.7735
C 0.7245 -0.4412 0.1033
C 1.3603 -0.6903 -1.2244
C 2.6864 -1.1331 -1.2066
N 3.3011 -1.4356 0.0234
C 3.3642 -1.3151 -2.4030
C 4.7741 -1.8459 -2.3810
O 5.6413 -1.3502 -1.7367
O 4.9597 -2.9393 -3.1593
C 4.7058 -4.1546 -2.4087
C 3.5562 -4.9436 -3.0022
C 2.2888 -4.7533 -2.1916
O 2.2925 -4.6271 -0.9995
O 1.1063 -4.7268 -2.8471
C 2.7022 -1.0061 -3.5827
O 3.3736 -1.2007 -4.7829
C 4.4386 -0.4586 -4.9098
N 5.2763 0.3230 -5.0074
C 1.4070 -0.5883 -3.6001
P 0.7611 -0.1755 -5.3277
N 1.7368 0.8193 -6.0562
N 0.7243 -0.4888 -2.4095
P -1.0016 -0.0546 -2.4125
O -1.1704 1.3763 -2.2988
O -1.6874 -0.6790 -3.6904
O -1.7337 -0.8826 -1.2784
H 1.2727 0.3840 2.8519
H 2.9185 1.0482 2.2916
H 1.7614 1.5244 0.1067
H 0.8043 -1.3084 0.7481
H -0.2772 -0.0409 0.0584
H 3.7632 -2.3342 -0.0009
H 3.9488 -0.7122 0.3044
H 5.6005 -4.7663 -2.4277
H 4.4650 -3.8969 -1.3802
H 3.3533 -4.7094 -4.0465
H 3.8004 -6.0053 -2.9616
H 1.2127 -5.0872 -3.7366
H -0.4601 0.4987 -5.2521
H 0.6572 -1.3930 -6.0178
H 2.5158 1.1278 -5.4907
H -1.2866 -1.5220 -3.9607
H -2.1584 -0.2134 -0.7150
C -5.9597 0.0952 -8.3334
C -5.5455 -1.0595 -8.9851
C -4.3668 -1.6816 -8.6124
C -3.6207 -1.1334 -7.5835
C -4.0146 0.0202 -6.9267
C -5.1934 0.6360 -7.3087
N -2.3869 -1.8006 -7.1711
O -2.0433 -2.7962 -7.7574
O -1.7590 -1.3117 -6.2337
H -6.8842 0.5753 -8.6250
H -6.1435 -1.4766 -9.7828
H -4.0425 -2.5793 -9.1175
H -3.4188 0.4370 -6.1281
H -5.5174 1.5363 -6.8058
C 10.6085 -1.8787 -3.8313
C 9.2293 -1.8233 -3.6782
C 8.4853 -2.9910 -3.6717
C 9.1394 -4.2016 -3.8157
C 10.5114 -4.2757 -3.9757
C 11.2473 -3.1027 -3.9835
N 8.3592 -5.4448 -3.7876
O 7.1456 -5.3553 -3.6641
O 8.9536 -6.4912 -3.8849
H 11.1878 -0.9651 -3.8312
H 8.7333 -0.8694 -3.5615
H 7.4134 -2.9498 -3.5534
H 11.0057 -5.2287 -4.0913
H 12.3205 -3.1430 -4.1054
C -1.4943 4.3669 6.5078
C -2.2217 3.4173 5.7988
C -1.7998 3.0261 4.5392
C -0.6518 3.5939 4.0108
C 0.0762 4.5431 4.7008
C -0.3505 4.9302 5.9592
N -0.1797 3.1673 2.6899
O -0.8355 2.3334 2.0887
O 0.8459 3.6609 2.2697
H -1.8215 4.6664 7.4967
H -3.1114 2.9830 6.2318
H -2.3609 2.2889 3.9847
H 0.9691 4.9767 4.2775
H 0.2128 5.6666 6.5152
C -5.2208 0.0342 -2.9181
C -6.5946 0.2343 -2.9484
C -7.4543 -0.8062 -2.6333
C -6.9211 -2.0338 -2.2876
C -5.5572 -2.2533 -2.2574
C -4.7031 -1.2093 -2.5764
N -7.8302 -3.1358 -1.9309
O -9.0213 -2.9196 -1.9857
O -7.3285 -4.1908 -1.6029
H -4.5508 0.8511 -3.1603
H -6.9969 1.2020 -3.2147
H -8.5233 -0.6550 -2.6558
H -5.1597 -3.2209 -1.9885
H -3.6374 -1.3620 -2.5574
C 0.4040 -1.1184 8.8964
C 1.3697 -1.5184 7.9821
C 1.9305 -0.5943 7.1158
C 1.5148 0.7229 7.1836
C 0.5499 1.1379 8.0829
C -0.0078 0.2069 8.9435
N 2.1199 1.7134 6.2828
O 2.9466 1.3231 5.4810
O 1.7544 2.8653 6.3910
H -0.0283 -1.8417 9.5750
H 1.6882 -2.5509 7.9464
H 2.6820 -0.9017 6.4040
H 0.2336 2.1703 8.1177
H -0.7619 0.5157 9.6540
C -6.0607 7.5584 9.6358
C -5.6727 6.3172 10.1231
C -5.3477 5.2975 9.2441
C -5.4137 5.5416 7.8841
C -5.8040 6.7692 7.3808
C -6.1297 7.7823 8.2670
N -5.0489 4.4718 6.9479
O -4.7241 3.3928 7.4143
O -5.0837 4.7168 5.7618
H -6.3094 8.3542 10.3253
H -5.6215 6.1446 11.1890
H -5.0466 4.3310 9.6196
H -5.8541 6.9408 6.3159
H -6.4347 8.7484 7.8901

---

16
Properties=species:S:1:pos:R:3 method="wB97M-V/def2-TZVPD" fmax_ev_per_a=1.8 homo_lumo_gap_ha=0.335 multiplicity=1 e_above_lowest_kcal_mol=27.34 smiles="SCC1=CSCOC1"
S -2.9302 -0.0130 -0.5070
C -1.7489 -0.7699 0.6670
C -0.3241 -0.4013 0.3327
C 0.5894 -1.3247 0.0924
S 2.3038 -1.0561 -0.2477
C 2.2253 0.7452 -0.5014
O 1.3283 1.4179 0.3880
C -0.0252 1.0896 0.2568
H -2.2848 -0.4570 -1.6134
H -1.8133 -1.8682 0.7229
H -1.9831 -0.3171 1.6282
H 0.3587 -2.3478 0.2522
H 1.9437 1.0478 -1.5157
H 3.2351 1.2227 -0.2867
H -0.5095 1.6139 1.0440
H -0.3652 1.4181 -0.7123

---

18
Properties=species:S:1:pos:R:3 method="wB97M-V/def2-TZVPD" fmax_ev_per_a=4.3 homo_lumo_gap_ha=0.259 multiplicity=1 total_charge=-1
C 0.8744 0.3942 0.3611
C -0.3525 0.4644 0.9980
C 1.1263 -0.0795 -0.9187
C 1.1929 1.3776 2.3930
C -1.6277 -0.5642 -0.8486
N 1.8071 0.9776 1.2547
N -0.1544 1.0505 2.2200
N -1.5000 0.0411 0.4952
N -0.5566 -0.6768 -1.5636
O -0.2157 -3.1077 -2.6458
O 2.0524 -0.1774 -1.6493
O 1.6679 1.9101 3.3735
O -2.7724 -0.8847 -1.1242
O -0.2074 -1.2457 -4.2238
S -0.8946 -1.8972 -3.1102
H 2.7914 1.0639 1.0726
H -0.8625 1.2344 2.9116
H -2.3686 0.1193 1.0045

---

87
Properties=species:S:1:pos:R:3 method="wB97M-V/def2-TZVPD" fmax_ev_per_a=0.8 homo_lumo_gap_ha=0.184 multiplicity=1 total_charge=+4 e_above_lowest_kcal_mol=0.00
Zr -0.5878 -0.1928 -0.1626
Br -4.2541 5.7727 2.7561
C -3.7707 4.1161 2.0857
C -2.5238 3.9473 1.4870
C -2.1765 2.7078 0.9969
C -3.0524 1.6311 1.0805
C -4.2885 1.7974 1.7024
C -4.6466 3.0354 2.1976
N -2.6075 0.3679 0.5888
C -3.4135 -0.6238 0.4234
C -2.9134 -1.9921 0.2586
C -3.7875 -3.0539 0.2412
C -3.2792 -4.3524 0.2575
C -1.9068 -4.5345 0.2839
C -1.0828 -3.4225 0.2530
N -1.5604 -2.1699 0.2428
H -1.8479 4.7887 1.4098
H -1.2178 2.5943 0.5035
H -4.9746 0.9708 1.8435
H -5.6023 3.1648 2.6889
H -4.4897 -0.4945 0.4918
H -4.8562 -2.8747 0.2401
H -3.9500 -5.2040 0.2605
H -1.4741 -5.5250 0.3249
H -0.0083 -3.5262 0.2336
C 2.4777 -2.1506 3.9496
C 1.7544 -2.6340 2.7001
C 2.3453 -3.9288 2.1477
Sb 1.8572 -1.1021 1.1439
C 0.7112 0.5216 2.1486
C 1.4554 1.5249 3.0183
C -0.4615 -0.1422 2.8767
C 4.0259 -0.6734 0.9962
C 4.4125 -0.2651 -0.4136
C 4.4738 0.2945 2.0740
H 2.3514 -2.9093 4.7287
H 2.0931 -1.2122 4.3497
H 3.5517 -2.0509 3.7815
H 0.6847 -2.7411 2.8795
H 3.4222 -3.8465 1.9852
H 1.8866 -4.2637 1.2152
H 2.1987 -4.7204 2.8871
H 0.3022 1.1323 1.2871
H 1.8317 1.0193 3.9079
H 0.7749 2.3130 3.3512
H 2.2965 1.9922 2.5139
H -0.0992 -0.6456 3.7727
H -0.9778 -0.9140 2.2873
H -1.1922 0.6055 3.1903
H 4.3560 -1.6927 1.2064
H 4.0490 0.7342 -0.6600
H 4.0799 -0.9761 -1.1700
H 5.5052 -0.2255 -0.4677
H 4.2635 1.3300 1.8034
H 5.5614 0.1999 2.1587
H 4.0605 0.0901 3.0594
C 1.0157 -1.8163 -5.2593
N 0.3018 -2.4368 -4.1079
C -0.1292 -3.8577 -4.2588
C 0.0525 -1.7886 -3.0406
N -0.1704 -1.2096 -2.0409
H 0.3374 -1.7813 -6.1091
H 1.8783 -2.4340 -5.4980
H 1.3420 -0.8133 -5.0035
H -0.7379 -3.9368 -5.1564
H -0.7109 -4.1633 -3.3942
H 0.7549 -4.4830 -4.3560
C 1.8445 1.4029 -2.7860
P 0.8371 1.8012 -1.3282
C 1.8481 2.9244 -0.3326
C -0.5727 2.7023 -1.9733
C -0.6048 4.0869 -2.1062
C -1.7186 4.6878 -2.6795
C -2.7960 3.9172 -3.1070
C -2.7760 2.5347 -2.9678
C -1.6608 1.9344 -2.4068
H 2.2119 2.3404 -3.2043
H 1.2078 0.9235 -3.5241
H 2.6884 0.7588 -2.5414
H 2.3125 3.6602 -0.9898
H 2.6354 2.3655 0.1732
H 1.2449 3.4406 0.4157
H 0.2189 4.7033 -1.7657
H -1.7423 5.7632 -2.8003
H -3.6536 4.3971 -3.5619
H -3.6108 1.9412 -3.3191
H -1.6276 0.8442 -2.3683